Entry 1:
Density functional theory data (ωB97M-V/def2-TZVPD) for C3H4OSi in the gas phase at a distorted geometry.

The geometry in XYZ format:
```
9
Properties=species:S:1:pos:R:3:forces:R:3:mulliken_charge:R:1
C -0.518433 0.239367 -2.178856 -0.4 -0.5 2.3 -0.0213
C -0.665317 -0.061018 -1.007447 1.1 0.2 -3.7 -0.4620
C -0.579492 -0.383173 0.361745 -0.6 0.6 2.7 -0.4788
O 2.099433 -1.030210 1.910116 -0.3 0.3 -0.4 -0.4868
Si 1.135545 -0.071261 1.223327 -0.8 -0.6 -0.1 0.5388
H -0.428903 0.558471 -3.175616 0.0 0.1 -0.5 0.4096
H -1.240735 -1.245352 0.702596 1.1 1.0 -0.4 0.3541
H -0.977166 0.585398 0.800564 -0.2 -1.0 0.3 0.1821
H 1.175069 1.407778 1.363569 0.3 -0.2 -0.2 -0.0357
```
Positions in Å, forces in eV/Å.

LUMO energy = -0.1909 eV
E_HOMO = -9.893 eV
SMILES string = C#CC[SiH]=O
orbital gap = 9.702 eV



Entry 2:
Density functional theory data (ωB97M-V/def2-TZVPD) for C3H4P2 in the gas phase at a distorted geometry.

The geometry in XYZ format:
```
9
Properties=species:S:1:pos:R:3:forces:R:3:mulliken_charge:R:1
C 1.106530 1.643069 0.521448 0.1 -1.8 -1.1 -0.0264
C 1.647069 0.866267 -0.482136 0.6 0.5 -0.3 -0.3546
C 0.456488 0.437471 0.764599 1.0 -0.9 0.6 -0.0287
P -1.315895 0.087557 0.488069 0.0 0.7 1.3 -0.0684
P 1.887375 -0.742135 0.355705 -1.1 1.4 0.8 0.0671
H 0.739350 2.616994 0.485770 -0.2 1.6 0.5 0.3148
H -1.109381 -0.019191 -0.841795 0.0 0.4 -1.9 0.0410
H -1.022338 -1.236138 0.498552 -0.4 -1.6 0.5 0.0276
H 1.179476 -1.513919 -0.569730 -0.1 -0.4 -0.4 0.0276
```
Positions in Å, forces in eV/Å.

LUMO energy = 0.5315 eV
E_HOMO = -8.406 eV
SMILES string = P[C@@]12C=C1P2
orbital gap = 8.937 eV



Entry 3:
Density functional theory data (ωB97M-V/def2-TZVPD) for a 2-piece molecular cluster, C3H4S2 overall at a distorted geometry.

The geometry in XYZ format:
```
9
Properties=species:S:1:pos:R:3:forces:R:3:mulliken_charge:R:1
C 1.451360 -1.541122 -0.220302 -0.4 -0.6 -0.2 -0.3259
C 0.403945 1.508351 2.334336 1.9 1.1 1.6 -0.2554
C -0.506935 0.489150 2.768031 -0.9 -0.9 0.5 -0.2168
S 2.283698 -0.623538 -1.219804 0.0 0.3 -0.1 -0.1952
S -1.120561 2.038600 3.073099 -0.9 0.0 0.3 -0.0309
H 0.366810 -1.635935 -0.195571 0.0 0.4 -0.1 0.2641
H 1.928248 -2.256832 0.421446 0.4 -0.2 0.5 0.2570
H 1.299522 1.763569 2.937028 -0.4 -0.5 -0.5 0.2295
H 0.509022 1.699978 1.322445 0.3 0.2 -2.0 0.2737
```
Positions in Å, forces in eV/Å.

LUMO energy = -0.4820 eV
E_HOMO = -8.965 eV
orbital gap = 8.483 eV



Entry 4:
Density functional theory data (ωB97M-V/def2-TZVPD) for C3H4S2 in the gas phase at a distorted geometry.

The geometry in XYZ format:
```
9
Properties=species:S:1:pos:R:3:forces:R:3:mulliken_charge:R:1
C 0.385495 -0.780831 1.079320 4.2 -1.3 0.5 -0.4164
C -0.492493 -0.187176 0.183631 -6.3 -1.9 -0.4 0.4108
C -0.104895 0.836612 -0.740569 1.8 2.4 -3.4 -1.0380
S 2.078616 -0.647003 1.022214 -2.5 0.2 0.1 -0.1475
S -2.198764 -1.062590 0.224671 4.8 2.7 -0.3 -0.1609
H 0.006531 -1.598832 1.655001 -0.4 0.0 0.6 0.3883
H -0.770575 1.534819 -1.293669 -0.7 -0.9 1.1 0.3468
H 0.732888 1.531408 -0.461799 -0.6 -1.0 0.6 0.3242
H 0.363196 0.373593 -1.668799 -0.3 -0.2 1.1 0.2926
```
Positions in Å, forces in eV/Å.

LUMO energy (spin up / spin down) = -2.8447 / -2.8440 eV
E_HOMO (spin up / spin down) = -9.289 / -9.298 eV
SMILES string = CC(=S)C=S
orbital gap (spin up / spin down) = 6.445 / 6.454 eV



Entry 5:
Density functional theory data (ωB97M-V/def2-TZVPD) for C3H4S2 in the gas phase at a distorted geometry.

The geometry in XYZ format:
```
9
Properties=species:S:1:pos:R:3:forces:R:3:mulliken_charge:R:1
C -0.314996 1.159887 0.354485 1.3 0.3 -0.3 -0.3353
C 0.161845 -0.234362 0.594108 0.3 2.9 0.8 -0.0965
C 0.075573 -0.904378 -0.622491 -1.1 -2.1 -5.0 -0.4973
H 0.364271 1.662976 -0.441902 -1.5 -0.5 1.2 0.2813
H 0.025857 -0.719402 1.513424 -0.4 -0.4 1.1 0.4931
H -0.204260 -0.298948 -1.539921 -0.2 -0.7 1.3 0.2389
H -0.276828 -1.948993 -0.739400 0.5 0.6 0.4 0.2983
S -1.574384 1.767627 1.103845 -0.5 0.6 0.2 -0.2540
S 1.742921 -0.484406 -0.222148 1.5 -0.7 0.4 -0.1285
```
Positions in Å, forces in eV/Å.

LUMO energy = -0.2139 eV
E_HOMO = -8.954 eV
SMILES string = S=C[C@H]1CS1
orbital gap = 8.740 eV



Entry 6:
Density functional theory data (ωB97M-V/def2-TZVPD) for C3H4S3 in the gas phase at a distorted geometry.

The geometry in XYZ format:
```
10
Properties=species:S:1:pos:R:3:forces:R:3:mulliken_charge:R:1
C 1.496838 0.165922 2.169847 1.9 0.7 -0.2 -0.9216
C -0.137888 -0.405598 0.083671 1.1 -1.2 -1.4 0.3529
C -1.154444 -0.104190 -0.958121 0.1 0.5 -0.9 -0.4664
H 1.654219 -0.826886 2.567789 -0.9 -0.4 0.0 0.3701
H 2.421593 0.293189 1.515219 -1.3 0.3 0.7 0.3261
H 1.458779 0.887484 2.994431 0.6 -0.2 0.0 0.3135
H -1.784180 -0.960269 -1.163100 -0.3 -0.1 0.0 0.3198
S 0.013266 0.656147 1.355631 -0.4 0.4 0.4 0.0627
S 0.873635 -1.690456 -0.264491 -0.9 0.8 0.3 -0.2259
S -1.197992 1.201163 -1.946558 0.1 -0.9 1.1 -0.1313
```
Positions in Å, forces in eV/Å.

LUMO energy = -1.2561 eV
E_HOMO = -8.831 eV
SMILES string = CSC(=S)C=S
orbital gap = 7.575 eV



Entry 7:
Density functional theory data (ωB97M-V/def2-TZVPD) for C3H4S4 in the gas phase at a distorted geometry.

The geometry in XYZ format:
```
11
Properties=species:S:1:pos:R:3:forces:R:3:mulliken_charge:R:1
C 1.392374 -0.794549 -0.682527 -1.1 0.0 0.1 -0.7349
C 0.372823 0.310363 -0.513854 -0.3 0.1 -0.7 0.0282
C -1.029184 -0.116849 -0.099786 -0.2 0.1 0.5 0.2725
H 1.300974 -1.225537 1.704480 0.9 0.3 -1.0 0.1554
H 0.921979 -1.766786 -0.802066 -0.1 0.1 -0.4 0.3450
H 2.028134 -0.536584 -1.528012 0.2 -0.2 0.3 0.3867
H -0.943469 1.748664 1.411902 0.1 -0.2 -0.1 0.1799
S 2.338599 -0.865050 0.838631 -0.1 -0.3 1.3 -0.1839
S 0.778924 1.842321 -0.877175 -0.5 -0.4 0.3 -0.1390
S -1.731834 0.658898 1.352051 0.3 -0.3 -0.9 -0.1307
S -1.868420 -1.299516 -0.876587 0.8 0.8 0.5 -0.1791
```
Positions in Å, forces in eV/Å.

LUMO energy = -1.5788 eV
E_HOMO = -9.027 eV
SMILES string = S=C(S)C(=S)CS
orbital gap = 7.449 eV



Entry 8:
Density functional theory data (ωB97M-V/def2-TZVPD) for C3H5AuO3 as an isolated structure at a distorted geometry.

The geometry in XYZ format:
```
12
Properties=species:S:1:pos:R:3:forces:R:3:lowdin_spin:R:1
H 2.993068 -3.023834 -0.017736 0.3 -1.7 -0.7 0.0341
O -0.964589 -0.633670 -0.492715 1.6 -1.3 0.8 0.0167
C 0.099435 -0.190526 0.087666 -5.4 3.6 -2.2 0.1766
C -1.959568 0.419933 -0.661390 -0.9 0.4 0.0 0.0080
O 2.536959 -2.337439 0.466904 4.4 -6.9 3.9 0.7740
O 0.035106 1.079657 0.334894 1.6 -1.2 0.9 0.0756
C -1.255849 1.631989 -0.062707 -0.9 0.6 -0.1 0.0191
Au 1.848827 -0.932235 -0.151396 -1.2 6.9 -2.7 0.8929
H -2.856912 0.110804 -0.118688 0.2 0.0 -0.1 0.0000
H -2.167167 0.507889 -1.731524 0.1 -0.2 0.2 0.0000
H -1.733371 2.024736 0.839101 0.2 0.0 -0.1 0.0027
H -1.061240 2.434275 -0.779724 0.1 -0.1 0.2 0.0002
```
Positions in Å, forces in eV/Å.

LUMO energy (spin up / spin down) = -10.9167 / -15.0399 eV
multiplicity = 3
E_HOMO (spin up / spin down) = -20.651 / -20.639 eV
⟨S²⟩ = 2.008
orbital gap (spin up / spin down) = 9.734 / 5.599 eV
total charge = +2



Quick rundown of energy relative to the best compared isomer or geometry (same formula, charge and spin), same order as above: 47.6; 311.6; 391.6; 226.2; 121.1; 137.4; 54.0; 0.0 kJ/mol
Quick rundown of E, same order as above: -13098.328; -21747.995; -24841.583; -24843.297; -24844.386; -35680.052; -46515.421; -12999.415 eV